No. 1
A structure of composition C17H19F3N2O4S3. Source: the Open Molecules 2025 dataset; level of theory: ωB97M-V/def2-TZVPD.

The calculation puts the orbital gap at 7.20 eV. As for the total charge: 0. The HOMO energy is -7.5 eV.

Each line ends with the natural charge from an NBO analysis.
Geometry (Å):
C1 3.551 1.268 -1.080  -0.440
N1 4.164 1.440 0.227  -0.810
S1 5.862 1.704 0.151  0.406
C2 6.471 0.000 0.317  0.819
F1 7.780 0.084 0.699  -0.317
F2 5.803 -0.729 1.246  -0.315
F3 6.414 -0.663 -0.882  -0.329
S2 3.438 2.621 1.247  2.293
C3 2.001 1.600 1.448  -0.365
C4 0.723 2.094 1.186  -0.175
C5 -0.299 1.161 0.993  -0.240
C6 -0.044 -0.199 1.198  -0.120
C7 1.234 -0.670 1.512  -0.229
C8 2.262 0.246 1.650  -0.185
O1 4.174 2.701 2.482  -0.889
O2 3.066 3.795 0.507  -0.921
H1 4.115 0.487 -1.598  0.225
H2 2.521 0.940 -0.914  0.219
H3 3.629 2.194 -1.672  0.209
H4 0.559 3.168 1.069  0.242
H5 -1.279 1.505 0.662  0.226
H6 -0.840 -0.923 1.073  0.218
H7 1.433 -1.740 1.617  0.225
H8 3.288 -0.077 1.837  0.249
C9 -1.215 1.369 -2.792  -0.764
S3 -2.474 0.087 -2.558  0.887
C10 -2.142 -0.938 -4.035  -0.765
C11 -1.860 -0.830 -1.271  -0.740
C12 -2.806 -1.299 -0.328  0.008
C13 -2.640 -2.514 0.423  -0.294
C14 -3.376 -2.727 1.568  -0.142
C15 -4.370 -1.800 1.953  -0.058
N2 -4.979 -1.925 3.233  0.505
O3 -5.913 -1.133 3.521  -0.414
O4 -4.562 -2.802 4.026  -0.407
C16 -4.708 -0.713 1.111  -0.169
C17 -3.971 -0.500 -0.045  -0.225
H9 -1.606 2.264 -2.294  0.247
H10 -0.284 1.016 -2.335  0.245
H11 -1.115 1.541 -3.869  0.229
H12 -3.065 -1.487 -4.251  0.247
H13 -1.909 -0.248 -4.854  0.224
H14 -1.306 -1.610 -3.813  0.242
H15 -0.828 -1.182 -1.366  0.231
H16 -1.899 -3.239 0.066  0.219
H17 -3.219 -3.588 2.221  0.250
H18 -5.517 -0.067 1.430  0.249
H19 -4.261 0.320 -0.718  0.201

=====

No. 2
A structure of composition C17H19F3N4O4RuSSbSe4. Source: the Open Molecules 2025 dataset; level of theory: ωB97M-V/def2-TZVPD.

The spin multiplicity is 2. The calculation puts the orbital gap (alpha / beta) at 4.33 / 4.86 eV. As for the total charge: -2. The HOMO energy (alpha / beta) is -1.0 / -1.0 eV.

Each line ends with the Löwdin spin population.
Geometry (Å):
Ru1 0.294 0.157 0.420  0.967
O1 -3.284 1.340 -1.181  0.011
C1 -2.106 1.115 -0.887  0.008
N1 -1.581 0.839 0.302  0.013
C2 -2.480 0.711 1.422  0.001
C3 -2.734 -0.739 1.777  0.002
C4 -3.325 -1.069 2.998  0.000
C5 -3.532 -2.397 3.303  0.001
C6 -3.147 -3.368 2.385  0.000
C7 -2.557 -2.947 1.208  0.001
N2 -2.349 -1.666 0.903  0.009
C8 -1.048 1.187 -1.961  -0.002
C9 -1.327 1.821 -3.158  0.000
C10 -0.316 1.972 -4.088  -0.003
C11 0.938 1.469 -3.788  0.001
C12 1.126 0.815 -2.584  0.000
N3 0.155 0.661 -1.682  0.007
H1 -3.432 1.207 1.206  0.000
H2 -2.049 1.202 2.298  0.000
H3 -3.562 -0.282 3.702  0.000
H4 -3.966 -2.680 4.255  0.000
H5 -3.270 -4.424 2.589  0.000
H6 -2.209 -3.670 0.476  0.000
H7 -2.327 2.204 -3.296  0.000
H8 -0.496 2.492 -5.021  0.000
H9 1.773 1.578 -4.467  0.000
H10 2.086 0.396 -2.330  0.000
C13 3.098 -3.376 -0.117  -0.001
C14 2.374 -2.079 -0.494  -0.001
C15 1.567 -2.386 -1.764  -0.002
C16 3.452 -1.011 -0.717  0.004
N4 1.470 -1.534 0.547  -0.012
H11 3.715 -3.690 -0.964  0.000
H12 2.391 -4.178 0.104  0.000
H13 3.739 -3.240 0.753  0.000
H14 2.224 -2.545 -2.626  0.000
H15 0.865 -1.589 -1.988  0.000
H16 0.983 -3.297 -1.607  0.000
H17 4.042 -1.215 -1.618  0.000
H18 4.116 -0.989 0.148  0.000
H19 3.011 -0.016 -0.783  0.004
F1 1.046 5.211 -1.551  0.000
C17 -0.044 5.025 -0.781  0.001
F2 -0.983 4.454 -1.559  0.000
F3 -0.502 6.249 -0.449  0.000
S1 0.330 4.005 0.715  0.002
O2 -0.979 3.774 1.273  0.000
O3 1.211 4.862 1.465  0.000
O4 0.971 2.839 0.109  0.022
Se1 2.599 -2.998 3.351  -0.007
Sb1 0.776 0.680 3.149  -0.008
Se2 -0.716 0.673 5.012  -0.019
Se3 3.062 1.052 3.670  0.010
Se4 0.910 -2.606 1.920  -0.010

=====

No. 3
A cluster of 2 separate species, C17H19N in total. Source: the Open Molecules 2025 dataset; level of theory: ωB97M-V/def2-TZVPD.

The calculation puts the orbital gap at 8.61 eV. As for the total charge: 0. The HOMO energy is -7.8 eV. The SMILES is CCc1c[nH]c2ccccc12.Cc1ccccc1.

Each line ends with the natural charge from an NBO analysis.
Geometry (Å):
C1 -1.897 -0.183 2.492  -0.429
C2 -2.267 -1.434 3.354  -0.595
C3 -0.460 -0.008 2.163  -0.053
C4 0.462 -0.953 1.862  -0.046
C5 0.284 1.252 2.087  -0.087
C6 1.496 1.012 1.411  0.147
C7 -0.164 2.545 2.341  -0.184
C8 2.306 2.071 1.040  -0.257
C9 0.630 3.628 1.983  -0.238
C10 1.840 3.349 1.318  -0.202
N1 1.691 -0.386 1.488  -0.551
H1 -2.324 -0.467 1.531  0.223
H2 -2.313 0.732 2.901  0.214
H3 -2.527 -1.158 4.374  0.208
H4 0.381 -2.022 1.985  0.206
H5 2.121 -0.726 0.639  0.391
H6 -1.164 2.718 2.698  0.205
H7 3.344 2.050 0.731  0.221
H8 0.357 4.645 2.217  0.213
H9 2.461 4.212 1.102  0.205
H10 -1.431 -2.121 3.360  0.204
H11 -3.131 -1.945 2.929  0.204
C11 2.103 -1.794 -3.168  -0.636
C12 -0.916 0.395 -3.349  -0.199
C13 0.411 -0.005 -3.229  -0.218
C14 -1.953 -0.479 -3.103  -0.227
C15 0.702 -1.332 -2.863  -0.008
C16 -1.640 -1.806 -2.752  -0.194
C17 -0.328 -2.227 -2.610  -0.231
H12 -1.135 1.433 -3.578  0.211
H13 1.178 0.676 -3.568  0.213
H14 -3.017 -0.313 -3.174  0.215
H15 -2.511 -2.452 -2.770  0.210
H16 2.128 -2.301 -4.130  0.224
H17 2.567 -2.453 -2.430  0.211
H18 -0.108 -3.190 -2.161  0.213
H19 2.822 -0.968 -3.122  0.214

=====

No. 4
A structure of composition C17H19N3O3. Source: the Open Molecules 2025 dataset; level of theory: ωB97M-V/def2-TZVPD.

The calculation puts the orbital gap at 7.30 eV. As for the total charge: 0. The HOMO energy is -7.7 eV.

Each line ends with the natural charge from an NBO analysis.
Geometry (Å):
C1 -4.152 -2.334 0.740  -0.409
C2 -4.920 -1.039 0.436  -0.413
C3 -3.884 0.107 0.589  -0.206
N1 -2.572 -0.538 0.621  -0.387
C4 -1.430 0.142 0.640  0.125
C5 -0.180 -0.432 0.473  -0.418
C6 1.002 0.300 0.619  -0.078
C7 2.258 -0.432 0.858  -0.093
C8 3.339 0.142 1.572  -0.175
C9 4.569 -0.516 1.665  -0.210
C10 4.729 -1.810 1.143  -0.198
C11 3.626 -2.448 0.551  -0.228
C12 2.406 -1.769 0.441  -0.124
C13 -2.649 -1.977 0.618  -0.220
H1 -4.377 -2.666 1.760  0.210
H2 -4.438 -3.160 0.063  0.222
H3 -5.325 -1.049 -0.595  0.212
H4 -5.771 -0.909 1.110  0.221
H5 -3.957 0.829 -0.240  0.203
H6 -4.065 0.674 1.528  0.194
H7 -1.489 1.222 0.727  0.212
H8 -0.170 -1.521 0.345  0.212
H9 0.877 1.236 1.237  0.238
H10 3.240 1.153 1.950  0.209
H11 5.432 -0.001 2.094  0.218
H12 5.716 -2.307 1.173  0.218
H13 3.756 -3.444 0.114  0.216
H14 1.603 -2.253 -0.118  0.200
H15 -2.094 -2.403 1.483  0.206
H16 -2.216 -2.392 -0.303  0.195
C14 1.331 1.818 -0.572  -0.487
C15 1.963 1.451 -1.863  0.669
O1 2.965 0.803 -2.003  -0.574
N2 1.355 1.929 -3.055  -0.673
C16 0.306 2.826 -3.219  0.797
O2 -0.235 3.099 -4.294  -0.609
N3 -0.010 3.381 -1.992  -0.663
C17 0.411 2.968 -0.703  0.660
O3 -0.018 3.626 0.247  -0.598
H17 2.205 2.153 0.123  0.271
H18 1.669 1.503 -3.934  0.427
H19 -0.807 4.036 -2.032  0.430

=====

No. 5
An isolated molecule of C17H19N3O4. Source: the Open Molecules 2025 dataset; level of theory: ωB97M-V/def2-TZVPD.

The calculation puts the orbital gap at 7.41 eV. As for the total charge: 0. The HOMO energy is -7.9 eV. The SMILES is C=CCn1c(C)cc(C(=O)COc2ccc(C)nc2[N+](=O)[O-])c1C.

Each line ends with the natural charge from an NBO analysis.
Geometry (Å):
C1 4.355 2.404 0.308  -0.417
C2 3.528 1.343 0.507  -0.191
C3 2.030 1.331 0.733  -0.258
N1 1.442 0.409 0.030  -0.362
C4 1.140 0.721 -1.137  0.198
C5 0.528 -0.536 -1.666  -0.221
C6 0.509 -1.501 -0.517  -0.300
C7 0.981 -0.685 0.397  0.166
C8 1.205 -1.195 1.776  -0.632
H1 0.748 -2.305 1.940  0.218
H2 2.278 -1.350 1.870  0.220
H3 0.723 -0.525 2.410  0.219
H4 -0.145 -2.253 -0.420  0.212
C9 -0.236 -0.682 -3.110  0.554
O1 0.201 -0.157 -4.073  -0.500
C10 -1.547 -1.251 -2.907  -0.158
H5 -1.663 -2.248 -2.392  0.220
O2 -2.296 -0.329 -2.024  -0.479
C11 -2.565 -0.512 -0.837  0.323
C12 -2.056 0.375 0.129  0.182
N2 -2.129 0.397 1.490  -0.366
C13 -2.351 -0.971 1.873  0.228
C14 -2.866 -1.980 1.039  -0.274
C15 -2.706 -1.898 -0.276  -0.245
H6 -3.217 -2.351 -1.033  0.216
H7 -3.276 -2.888 1.573  0.234
C16 -2.477 -0.997 3.663  -0.584
H8 -2.242 -0.062 3.775  0.210
H9 -1.716 -1.881 3.805  0.218
H10 -3.498 -1.312 3.881  0.213
N3 -1.705 1.811 -0.347  0.532
O3 -0.847 2.448 0.488  -0.503
O4 -2.111 2.192 -1.314  -0.253
H11 -2.108 -1.067 -3.780  0.226
C17 1.572 1.828 -2.008  -0.687
H12 2.544 1.932 -2.247  0.232
H13 0.947 2.830 -1.615  0.233
H14 1.296 1.470 -3.124  0.273
H15 2.078 1.091 1.795  0.239
H16 1.868 2.306 0.488  0.241
H17 4.136 0.249 0.469  0.201
H18 5.627 2.310 -0.015  0.218
H19 4.022 3.487 0.403  0.202

=====

No. 6
An isolated molecule of C17H19N3OS2. Source: the Open Molecules 2025 dataset; level of theory: ωB97M-V/def2-TZVPD.

The calculation puts the orbital gap at 8.46 eV. As for the total charge: 0. The HOMO energy is -8.7 eV. The SMILES is CCN(CC)C(=O)CSc1nc(C)cc(-c2cccs2)c1C#N.

Each line ends with the natural charge from an NBO analysis.
Geometry (Å):
C1 -1.611 3.758 -2.501  -0.614
H1 -1.139 3.523 -3.452  0.201
H2 -2.638 4.059 -2.686  0.214
H3 -1.079 4.596 -2.056  0.206
C2 -1.588 2.546 -1.570  -0.220
N1 -0.236 2.114 -1.282  -0.444
C3 0.463 1.198 -1.980  0.670
O1 1.619 0.919 -1.709  -0.641
C4 -0.245 0.464 -3.109  -0.610
H4 0.487 -0.148 -3.634  0.264
H5 -0.767 1.122 -3.799  0.239
S1 -1.511 -0.653 -2.402  0.255
C5 -0.457 -1.415 -1.195  0.145
N2 0.671 -1.900 -1.650  -0.449
C6 1.549 -2.410 -0.795  0.273
C7 1.275 -2.491 0.565  -0.273
C8 0.069 -2.006 1.072  0.139
C9 -0.832 -1.428 0.155  -0.298
C10 -2.005 -0.750 0.537  0.282
N3 -2.927 -0.117 0.797  -0.303
C11 -0.209 -2.080 2.490  -0.269
C12 0.706 -2.084 3.513  -0.222
C13 0.113 -2.190 4.783  -0.259
C14 -1.243 -2.282 4.718  -0.395
S2 -1.827 -2.218 3.109  0.491
H6 -1.942 -2.381 5.524  0.240
H7 0.668 -2.201 5.703  0.228
H8 1.765 -1.982 3.361  0.225
H9 1.994 -2.938 1.232  0.221
C15 2.842 -2.869 -1.377  -0.645
H10 3.380 -3.514 -0.688  0.212
H11 3.450 -1.992 -1.596  0.246
H12 2.663 -3.388 -2.315  0.236
C16 0.430 2.756 -0.161  -0.214
C17 0.235 1.966 1.130  -0.619
H13 0.716 0.995 1.043  0.212
H14 0.680 2.500 1.965  0.211
H15 -0.823 1.813 1.334  0.213
H16 1.496 2.814 -0.394  0.230
H17 0.032 3.766 -0.054  0.191
H18 -2.064 2.800 -0.619  0.210
H19 -2.161 1.727 -2.006  0.220

=====

No. 7
A structure of composition C17H19N4ORuS4. Source: the Open Molecules 2025 dataset; level of theory: ωB97M-V/def2-TZVPD.

The spin multiplicity is 2. The calculation puts the orbital gap (alpha / beta) at 7.26 / 6.29 eV. As for the total charge: 0. The HOMO energy (alpha / beta) is -6.9 / -7.2 eV.

Each line ends with the Löwdin spin population.
Geometry (Å):
Ru1 0.123 -0.397 0.277  0.559
C1 -1.208 -3.188 3.201  0.000
C2 0.079 -2.834 2.509  0.000
C3 0.596 -1.527 2.640  -0.002
C4 1.852 -1.208 2.127  -0.001
C5 2.589 -2.194 1.450  0.000
C6 2.074 -3.461 1.302  -0.001
C7 0.821 -3.780 1.832  -0.001
H1 -2.015 -2.520 2.903  0.000
H2 -1.089 -3.103 4.283  0.000
H3 -1.507 -4.211 2.973  0.000
H4 0.079 -0.830 3.288  0.000
H5 2.304 -0.252 2.352  0.001
H6 3.572 -1.954 1.067  0.000
H7 2.641 -4.218 0.775  0.000
H8 0.431 -4.785 1.723  0.000
S1 -0.183 1.285 1.732  0.276
C8 -0.800 2.650 0.829  0.020
C9 -1.055 3.864 1.472  0.023
C10 -1.541 4.941 0.761  -0.004
C11 -1.790 4.813 -0.607  0.029
C12 -1.552 3.616 -1.253  -0.006
C13 -1.049 2.517 -0.548  0.026
S2 -0.759 0.998 -1.365  0.028
H9 -0.860 3.943 2.535  0.000
H10 -1.732 5.880 1.261  -0.001
H11 -2.180 5.654 -1.165  0.002
H12 -1.764 3.511 -2.310  -0.001
C14 -3.817 -3.282 -0.992  0.001
O1 -2.448 -3.239 -1.402  -0.002
C15 -1.651 -2.357 -0.824  0.000
S3 -2.133 -1.272 0.377  0.019
S4 -0.045 -2.256 -1.322  0.000
H13 -4.195 -4.243 -1.328  0.000
H14 -4.368 -2.470 -1.465  0.000
H15 -3.900 -3.201 0.092  0.001
N1 3.718 2.541 -3.993  0.001
C16 2.882 2.007 -3.080  0.002
N2 1.588 2.348 -3.112  0.003
N3 3.418 1.187 -2.197  0.004
C17 2.631 0.617 -1.333  0.009
N4 1.985 0.079 -0.539  0.011
H16 3.420 3.257 -4.628  0.000
H17 4.696 2.335 -3.904  0.000
H18 1.222 2.879 -3.882  0.000
H19 0.917 1.860 -2.512  0.002

=====

No. 8
An isolated molecule of C17H19N5O3. Source: the Open Molecules 2025 dataset; level of theory: ωB97M-V/def2-TZVPD.

The calculation puts the orbital gap at 8.20 eV. As for the total charge: 0. The HOMO energy is -7.9 eV. The SMILES is N[C@@H](Cc1c[nH]cn1)C(=O)N[C@@H](Cc1c[nH]c2ccccc12)C(=O)O.

Each line ends with the natural charge from an NBO analysis.
Geometry (Å):
C1 0.777 -2.137 -1.867  -0.167
C2 1.199 -1.167 -0.741  0.669
C3 0.262 -3.491 -1.435  -0.428
C4 -1.095 -3.450 -0.801  0.095
C5 -1.707 -4.436 -0.089  -0.085
C6 -3.197 -2.781 -0.344  0.131
C7 0.238 -0.078 1.231  -0.180
C8 0.312 -0.959 2.481  0.773
C9 -0.905 0.955 1.335  -0.400
C10 -0.547 2.379 1.223  -0.103
C11 -1.134 3.329 2.006  -0.023
C12 0.447 3.038 0.494  -0.030
C13 0.305 4.480 0.674  0.139
C14 1.379 2.535 -0.427  -0.226
C15 0.872 5.365 -0.249  -0.247
C16 2.033 3.507 -1.179  -0.229
C17 1.733 4.881 -1.218  -0.212
H1 2.316 -1.502 -2.788  0.375
H2 2.406 -3.219 -2.604  0.359
H3 -0.177 -1.615 -2.143  0.219
H4 0.896 -3.922 -0.585  0.212
H5 0.406 -4.340 -2.205  0.252
H6 -1.326 -5.434 0.102  0.222
H7 -3.979 -2.078 -0.090  0.234
H8 -3.471 -4.746 0.577  0.421
H9 -0.878 -1.217 -0.300  0.453
H10 1.196 0.292 1.124  0.264
H11 -1.562 0.775 0.485  0.220
H12 -1.442 0.803 2.270  0.236
H13 -1.943 3.257 2.716  0.212
H14 -0.754 5.559 1.930  0.409
H15 1.710 1.538 -0.548  0.223
H16 0.650 6.424 -0.130  0.204
H17 2.939 3.301 -1.729  0.201
H18 2.320 5.431 -1.850  0.209
H19 0.368 -2.494 1.410  0.481
N1 1.752 -2.413 -2.916  -0.807
N2 -1.972 -2.450 -0.922  -0.517
N3 -2.957 -4.058 0.029  -0.473
N4 0.113 -0.808 -0.002  -0.688
N5 -0.643 4.634 1.582  -0.532
O1 2.338 -0.841 -0.489  -0.629
O2 0.351 -0.530 3.639  -0.577
O3 0.369 -2.320 2.340  -0.662

=====

Strongest force on any atom across the listed records, respectively: 2.434; 2.973; 2.166; 4.287; 11.461; 1.262; 0.913; 4.897 eV/A.
M across the listed records, respectively: 468.5; 971.1; 237.3; 313.4; 329.4; 345.5; 524.7; 341.4 u.